DFT (wB97M-V/def2-TZVPD) results for C50H65CsP2 as an isolated structure.

Summary:
LUMO in eV: 0.0
Charge: 0
Multiplicity: 1
DFT total energy in eV: -72031.17392
Gap between HOMO and LUMO in eV: 5.1
Energy above the lowest of the compared OMol25 structures with the same formula, charge and spin in eV: 0.000

Positions of all 118 atoms, in Å:
C 2.4550 -0.5171 4.3999
H -0.9870 4.9305 1.2175
H 3.7260 0.2559 5.9030
C -4.4684 4.1766 -0.1365
H -4.3540 -4.7403 1.1610
H 6.3763 -5.9736 -0.0414
C -3.0636 -4.2988 -0.5296
H -1.6689 -0.5208 -3.7984
H -4.7477 5.2156 -0.0202
C -2.8009 -0.6270 3.2196
C -3.2711 -2.0519 -1.6713
C -3.6865 -0.0653 2.1080
H 1.7903 3.1466 -2.6440
H 0.3016 -1.7429 3.4520
C 4.6397 -0.3964 2.7311
Cs -0.0788 -1.4100 -0.1507
C 4.7931 -0.0132 4.0430
C 4.6057 2.4402 -2.0266
C -3.4096 -0.6638 -1.6641
C -2.7120 -0.4506 -4.1071
C 1.1090 2.1889 1.5822
H -3.0261 -1.4356 -4.4564
H 0.6452 4.7366 0.5589
H 6.3146 -0.5486 0.0419
C -0.5615 2.0318 -2.9840
C 3.4115 -0.8171 2.2004
H -2.1866 2.9096 2.3019
C -3.7028 1.4949 -0.3902
H -3.1073 -1.6353 3.5063
H -3.4648 0.9976 2.0006
H -1.6383 2.0357 -3.1539
H -5.8005 1.0950 -0.4186
H -5.2451 0.4615 -4.3596
H 1.0305 1.0993 1.5440
C -3.2173 -2.7933 -0.5002
H -5.8188 0.2621 1.7552
C 3.8976 0.2023 -0.4988
H 5.5025 -0.3607 2.0745
C -5.0820 -0.0553 -3.4122
C -5.0474 1.8716 -0.3640
H -3.4027 1.1159 -2.8203
H -2.3914 4.5950 -0.0635
H -3.2243 -2.5749 -2.6198
H -6.4880 3.4496 -0.2228
H 4.2138 -1.9982 -2.3165
P 3.2486 -1.2228 0.4555
H -3.0131 -4.5970 -1.5815
H 1.8947 2.5049 0.8988
H -0.0562 4.6841 -3.0137
C -3.1321 3.8179 -0.1653
C 4.4117 -2.6301 0.1944
H 4.1016 1.5116 1.1819
H -5.7521 0.3774 -2.6707
C 4.1731 1.4277 0.1056
C -5.4367 3.1931 -0.2470
H 4.8888 3.2977 -2.6239
C -0.6150 4.3465 -2.1353
H 7.5838 -1.5941 -0.5957
C 2.2655 -0.9822 3.0536
H 1.6062 -0.5742 5.0730
C 3.9370 0.1149 -1.9027
H -3.3168 -2.6695 1.6322
C 4.3033 1.2343 -2.6421
H -1.7385 -4.4338 1.1955
C -4.2741 -4.9884 0.1007
C -0.1750 2.9205 -1.7989
H -4.1851 -6.0723 0.0191
H -1.6734 4.3924 -2.3886
C -2.7093 2.4916 -0.3122
H 0.3754 4.6572 2.2912
C -3.6148 0.0581 -2.9840
H -1.7459 -0.6656 2.9394
C -0.0483 4.3851 1.3200
H 2.5537 -1.4512 -2.4304
H 4.0108 -5.9741 0.7386
C 1.3524 2.8814 -1.6776
C -3.4611 0.0115 -0.4366
C -3.4533 -0.7252 0.7612
H 5.7506 0.3140 4.4237
P -0.9084 2.0633 -0.2830
C 5.8180 -5.0488 0.0277
H -2.7640 0.2233 -4.9635
C 5.7504 -2.6281 -0.2254
H 3.7023 -1.0304 -3.7033
H 6.2590 -1.0610 -1.6274
C 1.0280 -1.5194 2.6793
H -5.2003 -4.6806 -0.3853
C 4.5005 -5.0504 0.4583
C 3.8140 -3.8515 0.5250
H -0.0778 2.4019 -3.8924
C 4.5278 2.5382 -0.6473
H -1.6820 -5.8363 0.1302
C 3.5901 -1.1585 -2.6269
C -1.7697 -4.7493 0.1502
H 4.3485 1.1563 -3.7227
H -5.3485 0.2804 3.4579
H 2.7840 -3.8490 0.8682
H -0.4181 5.0544 -1.3330
C -3.3250 -2.1088 0.7051
H -2.8875 -0.0048 4.1121
C -5.1630 -0.1980 2.4947
C 6.5136 -1.3894 -0.6172
C -0.2402 2.8690 1.2891
H 1.4298 2.4428 2.5965
H 0.9430 -2.1069 1.7770
C 3.6527 -0.0593 4.8678
H 1.7332 3.5900 -0.9448
H -1.2842 1.3876 2.4852
H -5.3582 -1.1035 -3.5461
C -1.1932 2.4721 2.4188
H 7.4553 -3.8474 -0.6336
H -5.4393 -1.2514 2.5817
C 6.4219 -3.8494 -0.3069
H 1.7306 1.8900 -1.4117
H 4.7428 3.4766 -0.1513
H -0.8859 -4.3453 -0.3503
H -0.7759 2.8195 3.3674
H -0.2403 0.9990 -2.8290

---

DFT (wB97M-V/def2-TZVPD) results for a 12-piece molecular cluster, C50H67F7O22 overall.

Summary:
LUMO in eV: 0.2
Charge: 0
Multiplicity: 1
DFT total energy in eV: -117005.60389
Gap between HOMO and LUMO in eV: 9.4
SMILES: O=C1OC[C@@H](F)O1.O=C1OC[C@@H](F)O1.O=C1OC[C@@H](F)O1.O=C1OC[C@@H](F)O1.CCOC(C)=O.CCOC(C)=O.CCOC(C)=O.CCOC(C)=O.CCOC(C)=O.Fc1ccccc1.Fc1ccccc1.Fc1ccccc1

Positions of all 146 atoms, in Å:
O -2.1389 -0.1025 -3.7098
O -2.5090 3.0258 -1.5813
H 5.0648 0.8635 -0.3432
O -4.6688 -2.4367 3.8933
H 1.0405 -0.8429 -0.7945
H -2.6402 -2.7688 -0.6480
O -3.3938 -3.6673 5.3564
H 1.1288 -1.0180 -3.6138
H 4.7904 3.4125 -2.3048
O -0.9343 -0.8633 1.1452
H 4.7414 3.5718 -4.1166
C -4.0235 -1.5859 0.8189
O 3.1939 2.4891 -3.0902
H -1.6707 2.3107 -3.3234
H 0.7103 5.2204 1.2503
H 0.3346 -8.1904 -1.8142
H 2.3284 0.1258 -4.0144
C 6.3504 0.3806 -1.9592
C -5.7668 -2.6344 -0.2511
C 1.6961 -0.6252 -4.4568
C -5.5481 -4.5520 3.2957
H -0.0640 -4.6388 1.0412
C 1.1131 -3.7040 -4.8816
C -3.5228 -2.8005 0.0254
H -1.7646 -7.0932 -1.9570
O -5.4294 -1.7514 0.7159
H 1.6777 7.4438 1.4286
H 1.2820 -2.2812 2.3864
O -1.2446 4.8454 -2.0866
H 0.0013 6.0783 6.3928
C 4.5084 -1.6927 -2.4508
H 4.0215 2.2274 1.8799
C -2.0035 5.2419 5.8657
H -3.3945 2.9093 -3.4941
H 1.3618 -0.6034 4.2426
H -1.3171 3.4379 2.6320
H -0.3255 -2.9520 0.3478
C -0.6354 -4.5160 -1.1015
C -0.0165 -3.9815 0.1521
H -3.9995 4.5279 5.6414
O -2.7046 1.0219 -5.4958
H 3.3576 5.5677 -2.3349
H -5.4798 -4.2857 2.2261
C 0.4974 0.0764 -0.5988
C 5.2199 0.1894 -1.1482
C -2.7001 -0.0094 -4.9199
C -0.9914 5.7388 6.7342
C -1.8823 4.4862 -3.2813
H 1.1559 5.7214 -0.3639
C 2.0199 2.9927 -2.8533
C 2.2352 -0.8684 3.6789
H 5.3857 -1.5236 1.4767
H -2.6969 -1.4992 -2.2752
F -3.1911 -3.8391 0.9384
O -0.2361 -5.7510 -1.3071
H 7.4469 -0.4635 -3.6750
C -5.7257 -3.3124 4.1048
C 2.4363 -1.7585 -5.1240
F -2.6780 5.5025 9.8804
C 2.1897 -1.7381 2.5960
C -3.1350 -2.0676 -4.2521
H -2.1451 2.4597 3.7550
H -4.6526 -5.0793 3.5449
H -0.1928 -8.3992 -3.4273
F -2.9134 5.3535 -3.5474
C -2.3975 3.0701 -3.0109
H 1.1089 -7.2879 -3.0297
H 0.9442 -0.1712 -5.1134
C -3.5036 -2.7891 4.5520
H 3.5613 2.1987 0.2225
H -2.0126 -2.1577 3.2329
C 4.3249 -0.8282 -1.3438
C -1.6686 4.0228 -1.0863
O 1.5594 3.6263 2.4292
H -6.6837 -2.8737 3.8285
H 3.0737 6.9570 0.3768
H 3.1374 -2.2507 -4.4810
C 0.1475 -7.6381 -2.7330
H 5.4423 0.2083 3.2513
H -1.2002 -1.8431 -3.2723
H 2.8772 -1.2791 -6.0019
O -6.8192 -2.8602 -0.6326
H -1.7606 5.2213 4.8156
H -0.2648 0.2884 -1.3997
C 3.1564 2.2090 1.2594
C -2.5005 5.3886 8.5434
C -0.6231 1.3136 2.7243
C 3.4619 -0.2324 3.9390
H -1.5580 -1.9530 4.8792
C -0.8541 -6.6096 -2.3375
H 0.6270 -4.7587 -6.7167
H 2.8347 6.2755 2.0170
C 6.5532 -0.4596 -3.0604
C 4.5279 -0.3952 3.0863
C 3.3185 -2.0011 1.8540
H 3.5453 0.4549 4.7614
C -3.2039 4.8564 6.3338
H -2.9598 -3.0719 -4.6230
H 0.2135 1.5848 3.4043
O 2.3708 4.3629 0.4391
O -0.0543 1.1798 1.4102
F -4.3661 -2.0317 -3.5769
H -6.4669 -5.1607 3.3044
C -1.6412 2.4131 2.7846
O 1.5290 -2.7452 -5.6837
C 4.5104 -1.3109 2.0576
H 7.0804 1.1568 -1.7712
O -4.5656 -3.2096 -0.7257
H 1.2158 0.8783 -0.5675
O -1.2000 3.9895 0.0269
H -0.7795 -4.3058 -5.5776
H -4.5279 4.6657 8.0648
H 0.1600 -5.6741 -5.1814
F 3.3506 -2.9592 0.8529
C 4.1782 3.5700 -3.1715
O 1.9921 4.3467 -3.0768
C 0.2141 -4.6911 -5.6720
H 3.5441 -1.0355 -0.6179
H -0.5035 6.2184 8.7871
H -2.7156 -0.8254 4.2489
O 1.4108 -3.8270 -3.7398
C -0.2589 0.0551 0.7369
H -3.7325 -0.6521 0.3042
H -1.0871 0.3429 2.9531
H -5.7407 -3.6170 5.1569
H -1.1485 -5.9646 -3.1584
O 1.0341 2.3747 -2.5813
H 2.5760 1.3182 1.4991
H -1.1335 4.6940 -4.0567
F 5.7696 -2.2921 -4.3252
C 2.2918 3.4703 1.4819
C 5.5992 -1.4710 -3.2667
C -2.3695 -1.8481 4.1992
C 3.3136 4.8635 -3.1418
H -3.7903 -1.5441 1.8599
H -2.4055 2.2961 2.0261
C -3.5177 4.9227 7.6969
C 1.5331 5.5113 0.6130
C 2.3362 6.6418 1.1272
O -3.0994 -1.2217 -5.3610
H 1.0459 -3.8953 -0.0957
C -1.2273 5.8078 8.0851
O -1.3748 -3.9144 -1.8577
C -2.2125 -1.4143 -3.2629
H 3.9654 -2.6274 -2.4994
F 3.5394 5.6179 -4.2660